21
Properties=species:S:1:pos:R:3 method="wB97M-V/def2-TZVPD" smiles="C[C@H]1CCN[C@]1(O)C(=O)O" spin_multiplicity=1 e_lumo_ev=0.72 total_energy_ha=-515.67578 homo_ev=-9.553 largest_force_ev_per_a=3.7
C 2.026 -0.043 0.160
C -1.710 -0.220 0.096
C -1.124 -1.678 -0.114
C -0.415 0.539 0.517
C 0.629 -0.047 -0.540
C -0.407 2.064 0.539
N 0.287 -1.494 -0.573
O 2.812 0.771 -0.223
O 2.208 -0.961 1.123
O 0.672 0.622 -1.768
H -2.186 0.227 -0.856
H -2.399 -0.159 0.923
H -1.115 -2.373 0.782
H -1.560 -2.424 -0.827
H -0.213 0.331 1.661
H -0.332 2.399 -0.503
H 0.528 2.401 1.068
H -1.270 2.335 1.170
H 1.591 -1.765 0.908
H 0.437 -1.643 -1.535
H 1.541 1.117 -2.010


84
Properties=species:S:1:pos:R:3 method="wB97M-V/def2-TZVPD" smiles=Fc1ccccc1.Fc1ccccc1.Fc1ccccc1.Fc1ccccc1.Fc1ccccc1.Fc1ccccc1.Fc1ccccc1 spin_multiplicity=1 e_lumo_ev=0.60 total_energy_ha=-2320.40929 homo_ev=-8.979 largest_force_ev_per_a=3.8
F -6.439 3.456 0.830
C -5.665 3.958 1.769
C -4.491 3.279 2.166
C -3.697 3.763 3.165
C -4.020 4.983 3.796
C -5.213 5.636 3.474
C -6.065 5.060 2.492
H -4.191 2.401 1.614
H -2.805 3.173 3.310
H -3.437 5.381 4.613
H -5.436 6.588 3.931
H -7.093 5.386 2.443
F 3.024 0.265 -2.766
C 3.922 -0.413 -3.461
C 3.789 -1.793 -3.608
C 4.677 -2.444 -4.350
C 5.734 -1.795 -4.951
C 5.806 -0.410 -4.892
C 4.933 0.262 -4.095
H 3.044 -2.304 -3.018
H 4.535 -3.515 -4.349
H 6.366 -2.373 -5.610
H 6.532 0.141 -5.471
H 5.070 1.325 -3.961
F -9.403 0.209 0.387
C -8.144 -0.088 0.809
C -7.542 0.579 1.869
C -6.238 0.252 2.172
C -5.532 -0.693 1.426
C -6.087 -1.274 0.310
C -7.448 -1.008 0.041
H -8.105 1.154 2.589
H -5.850 0.768 3.037
H -4.516 -1.010 1.608
H -5.519 -1.916 -0.346
H -7.949 -1.411 -0.827
F 2.588 -4.260 0.489
C 3.820 -3.978 0.034
C 4.251 -2.645 -0.064
C 5.551 -2.420 -0.535
C 6.381 -3.496 -0.784
C 5.952 -4.811 -0.625
C 4.654 -5.046 -0.222
H 3.634 -1.915 0.437
H 5.866 -1.394 -0.659
H 7.411 -3.330 -1.061
H 6.683 -5.589 -0.789
H 4.163 -5.994 -0.058
F -2.267 0.397 2.543
C -1.257 0.557 1.631
C -0.489 -0.530 1.442
C 0.433 -0.609 0.407
C 0.505 0.560 -0.349
C -0.335 1.699 -0.159
C -1.187 1.711 0.871
H -0.619 -1.322 2.164
H 1.071 -1.471 0.279
H 1.148 0.577 -1.216
H -0.422 2.503 -0.875
H -1.912 2.500 1.008
F 3.597 7.018 -0.491
C 3.991 5.762 -0.730
C 5.355 5.632 -0.807
C 5.835 4.322 -1.175
C 4.926 3.269 -1.332
C 3.509 3.506 -1.342
C 3.002 4.732 -0.953
H 6.171 6.337 -0.744
H 6.882 4.107 -1.334
H 5.250 2.246 -1.453
H 2.788 2.708 -1.433
H 1.950 4.975 -0.947
F -3.497 -2.977 -0.752
C -2.838 -3.688 0.139
C -1.442 -3.699 0.011
C -0.666 -4.337 1.081
C -1.403 -4.973 2.056
C -2.815 -4.968 2.122
C -3.531 -4.277 1.180
H -0.820 -3.288 -0.771
H 0.407 -4.264 0.977
H -0.904 -5.552 2.819
H -3.319 -5.605 2.833
H -4.594 -4.251 0.991


98
Properties=species:S:1:pos:R:3 method="wB97M-V/def2-TZVPD" spin_multiplicity=4 e_lumo_ev="-4.88 / -4.81" total_charge=+1 total_energy_ha=-3484.70012 homo_ev="-10.914 / -10.881" largest_force_ev_per_a=0.9
Co 0.412 0.756 0.508
C -1.907 1.768 3.011
C -2.775 2.375 1.908
C -2.655 3.906 1.861
C -2.549 1.733 0.566
C -3.505 1.560 -0.439
C -2.887 0.851 -1.457
N -1.633 0.596 -1.085
N -1.414 1.146 0.148
B -0.443 -0.307 -1.513
N 0.638 0.514 -2.200
C 1.245 0.564 -3.396
C 2.255 1.500 -3.309
C 2.226 1.975 -1.983
N 1.230 1.373 -1.337
C 3.148 2.939 -1.298
C 2.981 4.351 -1.866
C 4.598 2.460 -1.403
N -0.728 -1.620 -2.116
C -1.521 -2.002 -3.154
C -1.434 -3.361 -3.244
C -0.554 -3.744 -2.195
N -0.122 -2.691 -1.528
C -0.174 -5.135 -1.771
C 1.183 -5.167 -1.069
C -1.267 -5.710 -0.858
H -2.152 2.237 3.967
H -0.841 1.936 2.828
H -2.099 0.698 3.090
H -3.813 2.132 2.137
H -1.610 4.222 1.827
H -3.102 4.333 2.760
H -3.174 4.324 0.996
H -4.528 1.903 -0.413
H -3.277 0.495 -2.400
H 0.054 -0.610 -0.333
H 0.930 -0.065 -4.217
H 2.937 1.793 -4.093
H 2.870 2.954 -0.242
H 3.240 4.374 -2.928
H 3.635 5.050 -1.340
H 1.951 4.701 -1.761
H 4.920 2.414 -2.446
H 4.715 1.465 -0.968
H 5.261 3.147 -0.875
H -2.071 -1.286 -3.754
H -1.929 -4.003 -3.957
H -0.122 -5.751 -2.672
H 1.172 -4.502 -0.202
H 1.984 -4.842 -1.737
H 1.408 -6.180 -0.729
H -1.311 -5.126 0.067
H -1.050 -6.750 -0.602
H -2.248 -5.672 -1.337
B 2.283 1.228 3.162
N 1.765 2.490 2.406
C 2.031 3.783 2.596
C 1.286 4.538 1.695
C 0.576 3.606 0.959
N 0.878 2.378 1.401
N 2.778 0.234 2.055
C 3.869 -0.521 2.034
C 3.820 -1.383 0.933
C 2.630 -1.089 0.307
N 2.007 -0.104 0.993
H 3.210 1.526 3.866
H 1.353 0.727 3.754
H 2.719 4.088 3.370
H 1.266 5.611 1.594
H -0.107 3.746 0.134
H 4.619 -0.411 2.805
H 4.549 -2.122 0.641
H 2.180 -1.530 -0.575
C -4.370 -3.779 2.777
C -4.192 -3.188 1.377
N -3.342 -1.891 1.391
C -2.140 -2.045 2.288
N -1.010 -1.693 1.841
C 0.151 -1.909 2.720
C -0.126 -2.831 3.899
C -1.439 -2.415 4.540
N -2.486 -2.454 3.529
C -3.863 -2.831 3.850
H -3.802 -4.707 2.842
H -5.419 -4.014 2.947
H -5.123 -2.845 0.938
H -3.698 -3.881 0.702
H -3.375 -0.901 -0.218
H 0.500 -0.941 3.091
H 0.953 -2.322 2.103
H 0.689 -2.782 4.622
H -0.212 -3.864 3.552
H -1.349 -1.403 4.951
H -1.724 -3.082 5.351
H -4.488 -1.944 3.894
H -3.863 -3.316 4.822
O -4.068 -0.806 1.822
N -2.884 -1.772 0.037


99
Properties=species:S:1:pos:R:3 method="wB97M-V/def2-TZVPD" spin_multiplicity=5 e_lumo_ev="-4.14 / -3.33" total_charge=+1 total_energy_ha=-10693.47745 homo_ev="-9.834 / -9.898" largest_force_ev_per_a=2.3
Mn -0.953 -1.434 -0.370
C -1.613 -2.440 3.226
As -0.659 -3.180 1.652
C -1.590 -4.903 1.661
C 1.085 -3.672 2.421
C 2.209 -2.592 2.124
C 1.821 -1.195 2.641
C 2.625 -2.600 0.639
As 1.729 -1.445 -0.587
C 2.707 0.223 -0.265
C 2.472 -1.959 -2.320
C 3.530 -3.003 2.823
As 3.980 -3.280 4.754
C 2.579 -4.319 5.614
C 3.236 -1.682 5.640
H -1.165 -2.854 4.156
H -2.666 -2.655 3.156
H -1.474 -1.364 3.362
H -1.751 -5.233 2.675
H -0.986 -5.727 1.176
H -2.554 -4.752 1.132
H 1.481 -4.614 2.095
H 0.948 -3.777 3.550
H 1.062 -0.747 2.017
H 2.641 -0.517 2.692
H 1.306 -1.237 3.552
H 2.663 -3.642 0.331
H 3.673 -2.308 0.526
H 3.775 -0.041 -0.127
H 2.356 0.769 0.556
H 2.598 0.875 -1.142
H 3.441 -1.488 -2.445
H 1.894 -1.529 -3.126
H 2.654 -3.052 -2.455
H 4.276 -2.240 2.602
H 3.957 -3.935 2.382
H 2.519 -5.377 5.288
H 1.581 -3.878 5.676
H 3.102 -4.324 6.591
H 3.708 -0.809 5.197
H 3.542 -1.748 6.670
H 2.182 -1.481 5.566
Te -1.728 -1.364 -3.324
C -0.024 -0.672 -4.285
C 0.466 -1.314 -5.411
C 1.541 -0.610 -6.054
C 1.817 0.582 -5.390
S 0.816 0.808 -4.037
H 0.072 -2.275 -5.747
H 2.007 -0.980 -6.929
H 2.548 1.366 -5.626
C 2.329 7.092 -0.790
C 1.284 6.198 -1.444
C 1.959 5.766 -2.770
C 0.035 7.094 -1.804
C 0.911 4.961 -0.609
C 0.551 5.047 0.726
C 0.169 3.946 1.503
C 0.105 2.743 0.829
O -0.245 1.428 1.245
B -0.270 0.620 0.069
O 0.111 1.371 -1.047
C 0.343 2.655 -0.551
C 0.845 3.702 -1.273
H 2.698 7.884 -1.443
H 3.235 6.564 -0.530
H 1.939 7.579 0.147
H 2.409 6.557 -3.360
H 1.294 5.249 -3.497
H 2.764 5.033 -2.612
H 0.191 7.903 -2.560
H -0.202 7.579 -0.896
H -0.758 6.473 -2.180
H 0.542 6.057 1.143
H 0.031 4.011 2.560
H 1.146 3.568 -2.343
C -3.244 1.566 0.062
N -4.184 0.609 -0.495
C -5.275 1.151 -1.235
C -6.397 0.164 -1.428
C -5.854 -1.157 -1.888
N -4.672 -1.572 -1.105
C -4.508 -3.036 -0.921
C -3.877 -0.690 -0.453
O -2.935 -1.114 0.282
H -3.791 2.358 0.627
H -2.675 2.085 -0.759
H -2.488 1.120 0.703
H -4.866 1.411 -2.219
H -5.590 2.074 -0.798
H -7.120 0.594 -2.111
H -6.962 -0.037 -0.523
H -5.538 -1.220 -2.944
H -6.587 -1.967 -1.705
H -5.063 -3.426 0.016
H -3.423 -3.271 -0.816
H -4.851 -3.523 -1.842
I -0.353 -3.762 -2.286
I 1.402 -5.807 -1.177


10
Properties=species:S:1:pos:R:3 method="wB97M-V/def2-TZVPD" spin_multiplicity=1 e_lumo_ev=-1.32 total_energy_ha=-450.58421 homo_ev=-10.852 largest_force_ev_per_a=9.0
C -0.850 1.573 0.968
C -3.719 -1.988 0.948
C -1.723 -1.029 0.961
N -1.756 0.648 0.868
N -3.024 -0.942 1.255
O -0.836 2.838 1.322
O -4.457 -2.821 0.559
O -0.985 -1.935 0.569
H -1.218 -1.158 -2.042
H -0.504 -1.504 -2.448


41
Properties=species:S:1:pos:R:3 method="wB97M-V/def2-TZVPD" spin_multiplicity=5 e_lumo_ev="0.15 / -2.33" total_energy_ha=-2633.17558 homo_ev="-7.474 / -8.272" largest_force_ev_per_a=0.6
Pd -1.309 0.567 -1.200
C -0.363 4.622 -2.975
C -0.213 3.437 -2.057
O -1.220 2.945 -1.556
C 1.148 2.964 -1.820
C 1.534 1.979 -0.960
C 2.984 1.739 -0.668
N 0.598 1.198 -0.332
N 1.050 0.501 0.692
C 0.057 -0.244 1.243
O -1.141 -0.224 0.888
C 0.469 -1.166 2.343
C -0.513 -1.867 3.036
C -0.158 -2.771 4.026
C 1.182 -2.985 4.324
C 2.164 -2.285 3.636
C 1.811 -1.375 2.650
H -1.407 4.917 -3.019
H -0.017 4.351 -3.976
H 0.250 5.458 -2.633
H 1.936 3.513 -2.320
H 3.604 2.389 -1.282
H 3.237 0.695 -0.860
H 3.194 1.925 0.385
H -1.551 -1.684 2.790
H -0.926 -3.305 4.571
H 1.460 -3.692 5.096
H 3.209 -2.447 3.870
H 2.565 -0.822 2.107
S -4.471 2.420 -3.447
C -3.571 1.247 -2.682
S -2.243 0.609 -3.520
S -3.873 0.746 -1.100
N -2.290 -2.585 -0.897
C -0.959 -2.674 -0.934
N -0.388 -3.692 -0.271
S 0.004 -1.585 -1.815
H -2.829 -3.127 -0.243
H -2.723 -1.751 -1.280
H -0.909 -4.262 0.374
H 0.614 -3.681 -0.186


9
Properties=species:S:1:pos:R:3 method="wB97M-V/def2-TZVPD" smiles="O/N=C/NS" spin_multiplicity=1 e_lumo_ev=0.75 total_energy_ha=-623.35923 homo_ev=-8.589 largest_force_ev_per_a=2.9
C 0.236 -0.204 0.922
H -1.706 0.884 -1.318
H -1.625 -1.107 0.812
H 0.414 -0.614 1.913
H 2.747 1.293 0.646
N -0.923 -0.525 0.307
N 1.065 0.583 0.341
O 2.204 0.719 1.166
S -1.242 -0.337 -1.340


10
Properties=species:S:1:pos:R:3 method="wB97M-V/def2-TZVPD" smiles="ONC(=S)NO" spin_multiplicity=1 e_lumo_ev=0.41 total_energy_ha=-698.56199 homo_ev=-8.657 largest_force_ev_per_a=3.1
C -0.911 -0.108 -0.034
H 1.599 1.425 -0.456
H -0.787 1.908 -0.192
H -0.744 -2.120 0.217
H 1.645 -0.884 0.569
N -0.232 1.076 -0.344
N -0.179 -1.227 0.138
O 0.948 1.341 0.312
O 1.192 -1.344 -0.226
S -2.532 -0.067 0.017